# 1
{
  "formula": "C4H9NS",
  "method": "the ωB97M-V functional and the def2-TZVPD basis",
  "elements": ["C", "C", "C", "C", "N", "S", "H", "H", "H", "H", "H", "H", "H", "H", "H"],
  "positions_angstrom": [[-1.30080, -0.48144, -1.34600], [-1.10801, -1.79673, -1.43562], [2.08927, 0.35574, 0.46028], [0.64817, 0.18424, 0.98585], [-1.70355, 1.28847, 0.27019], [-0.30820, 0.67534, -0.53595], [-2.59930, 1.11189, -0.15054], [-0.57284, -2.42374, -0.69405], [-1.60251, -2.39249, -2.12563], [1.96941, 1.44845, -0.05813], [2.84982, 0.25951, 1.32126], [2.28551, -0.39699, -0.30117], [0.54789, 0.77898, 1.90232], [0.31113, -0.87218, 1.25597], [-1.50600, 2.26096, 0.45120]],
  "forces_ev_per_angstrom": [[1.1359, -2.3175, 0.2185], [-0.1411, 0.5430, 1.1446], [-0.3613, 1.5857, 0.4086], [0.2932, -1.9576, -0.3100], [-0.3084, 0.6442, 1.6343], [0.6186, 1.5488, 0.0436], [-0.1836, -0.0128, -0.3566], [-0.3422, 0.7208, 0.1272], [-0.6142, -0.8931, -1.7188], [1.3136, -2.5076, 1.2959], [-1.0771, 0.5379, -1.5111], [0.2673, 0.2028, -0.0547], [-0.7676, 0.3301, -0.5760], [0.6509, 1.2132, -0.3989], [-0.4839, 0.3621, 0.0535]],
  "nbo_charge": [-0.15, -0.56, -0.64, -0.53, -1.10, 0.71, 0.38, 0.21, 0.21, 0.22, 0.22, 0.22, 0.23, 0.22, 0.36],
  "multiplicity": 3,
  "e_above_lowest_kcal_mol": 102.1,
  "max_force_ev_per_a": 3.113,
  "charge": 0,
  "gap_ev": [5.582, 7.509],
  "molar_mass_g_mol": 103.19
}


# 2
{
  "formula": "C6H8O3",
  "method": "the ωB97M-V functional and the def2-TZVPD basis",
  "elements": ["C", "C", "C", "C", "O", "O", "C", "C", "O", "H", "H", "H", "H", "H", "H", "H", "H"],
  "positions_angstrom": [[-0.33116, -0.28732, 0.11091], [-1.35796, -1.18573, -0.56787], [-0.32874, -0.41828, 1.63171], [0.59324, 1.86629, -0.16509], [-0.58135, 1.05582, -0.30094], [0.55816, 2.77055, -1.15280], [1.06545, -0.56991, -0.41379], [2.12490, -0.91747, -0.85789], [1.28439, 1.95448, 0.79613], [-0.20629, 2.59690, -1.71823], [-0.31906, -1.46874, 1.92114], [0.51656, 0.08708, 2.06690], [-2.36134, -0.87277, -0.27622], [-1.19041, -2.22033, -0.26978], [-1.26432, -1.10030, -1.65077], [-1.23529, 0.05632, 2.02240], [3.03322, -1.34656, -1.17581]],
  "forces_ev_per_angstrom": [[1.7823, -0.5368, -0.1286], [0.1531, 0.2807, -0.0252], [-0.6418, 0.0099, -0.0093], [-2.8720, 1.3492, 0.4112], [1.4737, 1.0504, 0.0006], [0.4572, -0.2018, 0.0128], [-0.8298, -1.0940, 0.1025], [-0.6327, -0.0699, 0.3575], [0.3060, -0.6193, -0.5928], [0.1073, -0.1904, 0.0195], [0.0076, 0.0094, -0.0253], [0.2722, 0.1010, 0.0638], [0.0173, -0.0455, 0.0660], [-0.0449, 0.0546, -0.0290], [-0.0214, -0.0456, 0.0549], [0.0204, -0.1637, -0.0492], [0.4456, 0.1118, -0.2293]],
  "nbo_charge": [0.20, -0.60, -0.63, 1.00, -0.56, -0.67, -0.07, -0.20, -0.56, 0.50, 0.22, 0.25, 0.22, 0.22, 0.22, 0.22, 0.24],
  "smiles": "C#CC(C)(C)OC(=O)O",
  "e_above_lowest_kcal_mol": 40.3,
  "max_force_ev_per_a": 3.200,
  "charge": 0,
  "gap_ev": 11.016,
  "molar_mass_g_mol": 128.13
}


# 3
{
  "formula": "C7H15CeClIN5O2P",
  "method": "the ωB97M-V functional and the def2-TZVPD basis",
  "elements": ["C", "C", "H", "H", "H", "O", "I", "Ce", "P", "C", "C", "H", "H", "H", "C", "H", "H", "H", "H", "H", "H", "C", "O", "Cl", "N", "N", "N", "C", "N", "N", "H", "H", "H"],
  "positions_angstrom": [[-1.05724, -2.60559, -0.77027], [-0.00517, -1.61587, -0.46828], [-0.64495, -3.59198, -1.02005], [-1.66274, -2.24448, -1.60832], [-1.70653, -2.72200, 0.10739], [1.19660, -1.73564, -0.41153], [0.24458, 3.41085, 0.97745], [-0.59208, 0.59610, 0.71912], [0.04353, 0.95987, -2.10929], [1.66717, 1.49451, -2.75788], [-0.48312, -0.12798, -3.48516], [-1.92882, 2.37654, -2.10006], [-1.04717, 2.47913, -3.64868], [-0.45224, 3.35237, -2.20307], [-0.93918, 2.44160, -2.55888], [-1.53733, -0.40493, -3.35685], [-0.36933, 0.43126, -4.42633], [1.55013, 1.81915, -3.80281], [2.38048, 0.66509, -2.71767], [0.12827, -1.03706, -3.52348], [2.05521, 2.32454, -2.15907], [1.87972, 0.57590, 0.59126], [3.02467, 0.53538, 0.47113], [-3.04563, 0.51290, -0.03179], [1.47538, -0.82568, 5.63831], [0.51643, -0.79484, 4.63820], [-0.66069, -1.41732, 4.81749], [-1.21668, -1.28844, 3.61074], [-0.41986, -0.60457, 2.73982], [0.73987, -0.31881, 3.41583], [2.07634, -0.02165, 5.52611], [0.98427, -0.90662, 6.52988], [-2.19389, -1.71174, 3.37677]],
  "forces_ev_per_angstrom": [[-0.8079, -0.4364, -0.2281], [4.0521, -1.5200, -0.2642], [0.2943, 0.3411, 0.0701], [-0.0638, 0.0608, 0.2286], [-0.0277, 0.2011, -0.1988], [-3.4895, 0.5240, -0.0348], [-0.2179, -1.0974, -0.0385], [-2.4909, 2.3128, -0.2336], [0.0581, 0.9497, -2.0657], [0.4392, -0.2543, 0.5205], [-0.1989, -0.5735, 0.3752], [-0.0082, 0.1401, -0.1663], [0.0802, -0.0719, 0.2125], [-0.0352, -0.1424, -0.0251], [-0.3916, 0.1076, 0.5935], [0.1934, 0.0519, -0.1248], [0.0084, -0.2058, 0.3660], [-0.0937, -0.1296, 0.3609], [0.0074, 0.1576, -0.0749], [-0.1133, 0.1290, -0.0958], [-0.0244, -0.1020, -0.1160], [5.8798, 0.0299, -0.5868], [-4.1229, 0.2427, 0.4865], [1.1136, -0.1882, 0.2392], [-0.9546, -0.0477, -0.9389], [-0.1081, -0.1424, -1.1714], [0.7271, 0.7526, -1.3758], [0.3336, 0.1169, 0.3701], [0.6542, -1.0906, 2.2346], [-1.4479, -0.7115, 1.4847], [0.1608, 0.1555, 0.2805], [0.2745, 0.1325, -0.1276], [0.3194, 0.3079, 0.0443]],
  "mulliken_charge": [-1.00, 0.81, 0.38, 0.26, 0.30, -0.33, -0.04, 0.91, 0.93, -1.31, -1.41, 0.33, 0.42, 0.40, -1.21, 0.35, 0.48, 0.43, 0.39, 0.40, 0.38, 0.20, -0.10, -0.32, -0.49, 0.94, -0.71, -0.21, 0.03, -0.33, 0.30, 0.34, 0.46],
  "multiplicity": 2,
  "max_force_ev_per_a": 5.909,
  "charge": 2,
  "gap_ev": [5.871, 6.566],
  "molar_mass_g_mol": 534.68
}


# 4
{
  "formula": "C5H26NO8",
  "method": "the ωB97M-V functional and the def2-TZVPD basis",
  "elements": ["C", "O", "C", "C", "C", "C", "N", "H", "H", "H", "H", "H", "H", "H", "H", "H", "H", "H", "H", "H", "H", "O", "H", "H", "O", "H", "H", "O", "H", "H", "O", "H", "H", "O", "H", "H", "O", "H", "H", "O"],
  "positions_angstrom": [[0.51903, 0.87150, 2.63743], [1.28243, 0.31944, 1.56190], [0.32529, 2.39944, 2.69831], [-0.79452, 2.68811, 1.69034], [-0.28508, 2.59456, 0.24282], [-1.78670, 1.18387, -1.04308], [-0.76585, 1.31511, -0.32674], [-0.49639, 0.54164, 2.39136], [0.57997, 0.23085, 3.52171], [2.00403, 0.87307, 1.24288], [1.20700, 2.92215, 2.34381], [0.05086, 2.62715, 3.69808], [-1.68729, 2.12599, 1.93973], [-1.09445, 3.71507, 1.79785], [-0.67346, 3.44548, -0.30798], [0.77414, 2.61006, 0.04314], [-2.09451, 0.21937, -1.37499], [-2.37385, 2.04115, -1.35419], [-0.17355, 0.54125, -0.00426], [-2.74467, -1.06186, 2.57119], [-4.04099, -0.29022, 2.41037], [-3.08580, -0.19195, 2.33160], [3.05308, -3.05664, -1.98450], [1.67409, -2.44652, -2.20639], [2.58773, -2.21312, -1.96323], [-0.27605, -2.81284, -3.60919], [-0.75746, -3.08865, -2.22566], [-0.10622, -2.54282, -2.69472], [1.65353, -0.41582, -3.37821], [0.38025, -0.70695, -2.60212], [0.84080, 0.00980, -3.07203], [2.35509, 2.79206, -2.20301], [1.64519, 1.33659, -2.24128], [1.76902, 2.17960, -1.75427], [1.12922, -1.49372, 0.57006], [0.84880, -2.63362, 1.54629], [0.55602, -2.25412, 0.71369], [-0.38086, -5.26122, -1.06853], [-0.71418, -4.59808, 0.20334], [-0.90370, -4.51515, -0.74150]],
  "forces_ev_per_angstrom": [[-1.8205, -1.0488, -0.3398], [0.2939, 0.2750, -0.5949], [0.0833, -1.7669, -1.3259], [1.0762, 1.3372, 0.5541], [-1.2465, -0.2406, 0.0761], [-0.3463, 0.0238, -0.4150], [0.7937, 0.8887, 0.3172], [-0.1304, -0.1296, -0.2309], [1.3756, 0.8047, 0.4953], [0.0865, 0.1926, 0.4838], [0.3433, 0.2342, 0.5295], [-0.1193, 0.6256, 0.8242], [-0.0709, -0.4140, -0.4122], [-0.1342, 0.6476, 0.1744], [-0.3478, -0.3070, -0.4705], [0.3425, -0.0534, 0.4948], [-0.0889, -0.6656, -0.1163], [0.1890, 0.1130, 0.1608], [-0.2573, -0.2851, -0.1240], [0.0295, 0.0769, -0.0233], [-0.0076, 0.0907, 0.0243], [0.0439, -0.1192, -0.0906], [0.0969, 0.1471, 0.0426], [0.1752, -0.1139, 0.2416], [-0.1744, -0.0589, -0.2043], [0.2995, 0.3602, -0.0684], [0.3460, -0.0198, 0.7776], [-0.7759, -0.4550, -0.5453], [-0.0172, -0.0892, 0.0119], [0.1150, 0.0078, -0.3293], [0.0559, -0.0297, 0.1560], [0.0684, -0.3386, -0.3020], [0.0807, 0.5706, -0.2039], [-0.1477, -0.0760, 0.5682], [0.1650, -0.0766, 0.2306], [0.1299, 0.1154, 0.0544], [-0.3780, -0.1842, -0.1819], [-0.2199, 0.1266, -0.3449], [-0.2412, 0.5660, -0.0810], [0.3341, -0.7317, 0.1869]],
  "nbo_charge": [-0.08, -0.77, -0.42, -0.43, -0.26, 0.13, -0.37, 0.17, 0.20, 0.49, 0.21, 0.24, 0.24, 0.23, 0.23, 0.27, 0.22, 0.22, 0.46, 0.48, 0.48, -0.96, 0.48, 0.49, -0.98, 0.49, 0.52, -0.99, 0.50, 0.50, -0.98, 0.49, 0.51, -1.02, 0.49, 0.47, -0.97, 0.48, 0.48, -0.95],
  "e_above_lowest_kcal_mol": 68.8,
  "max_force_ev_per_a": 2.211,
  "charge": 1,
  "gap_ev": 9.837,
  "molar_mass_g_mol": 228.26
}